Record 1
{"formula": "C45H93N3O21", "method": "wB97M-V/def2-TZVPD", "symbols": ["C", "O", "N", "C", "C", "H", "H", "H", "H", "H", "H", "H", "C", "O", "N", "C", "C", "H", "H", "H", "H", "H", "H", "H", "C", "O", "N", "C", "C", "H", "H", "H", "H", "H", "H", "H", "O", "C", "O", "C", "C", "C", "H", "H", "H", "H", "H", "H", "H", "H", "O", "C", "O", "C", "C", "C", "H", "H", "H", "H", "H", "H", "H", "H", "O", "C", "O", "C", "C", "C", "H", "H", "H", "H", "H", "H", "H", "H", "O", "C", "O", "C", "C", "C", "H", "H", "H", "H", "H", "H", "H", "H", "O", "C", "O", "C", "C", "C", "H", "H", "H", "H", "H", "H", "H", "H", "O", "C", "O", "C", "C", "C", "H", "H", "H", "H", "H", "H", "H", "H", "O", "C", "O", "C", "C", "C", "H", "H", "H", "H", "H", "H", "H", "H", "O", "C", "O", "C", "C", "C", "H", "H", "H", "H", "H", "H", "H", "H", "O", "C", "O", "C", "C", "C", "H", "H", "H", "H", "H", "H", "H", "H"], "coordinates": [[2.43592, -4.34244, -2.90287], [2.07993, -3.20680, -2.62542], [1.77330, -5.40347, -2.67044], [2.05658, -6.67622, -3.27940], [0.50744, -5.28053, -1.99358], [3.40077, -4.63605, -3.34452], [3.03637, -6.65781, -3.75666], [1.47190, -7.04659, -4.12147], [2.13971, -7.44196, -2.50814], [0.05819, -6.27262, -1.94862], [0.47307, -4.73524, -1.05040], [-0.24342, -4.55573, -2.30815], [-2.86394, 1.65327, -4.72575], [-3.87284, 2.12988, -5.06228], [-1.96553, 2.34374, -3.96382], [-2.34900, 3.40654, -3.02982], [-0.75358, 1.79163, -3.39824], [-2.39636, 0.76262, -5.17330], [-3.17292, 4.00143, -3.42398], [-1.48655, 4.06273, -3.14687], [-2.60108, 2.99496, -2.05250], [0.07132, 2.48948, -3.25453], [-0.96075, 1.32615, -2.43465], [-0.28588, 1.02811, -4.01983], [0.62306, 3.88691, 1.71946], [1.62787, 4.58986, 1.45332], [0.36369, 3.25380, 2.86615], [-0.83262, 2.39001, 3.00984], [1.19546, 3.26063, 4.06310], [-0.21755, 3.72526, 1.02705], [-0.66067, 1.32310, 2.86759], [-1.75825, 2.55983, 2.45988], [-1.11252, 2.48171, 4.05930], [0.62124, 3.37341, 4.98269], [1.70043, 2.31371, 4.25405], [2.08886, 3.88486, 4.04635], [4.81647, -4.63206, 0.57500], [5.17492, -3.58278, 0.06033], [6.31012, -3.36319, -0.68198], [7.03420, -4.47763, -1.31975], [7.58880, -3.87995, -2.63473], [4.32656, -2.40191, 0.29713], [6.38976, -5.23549, -1.76520], [7.85515, -4.89999, -0.74031], [7.88785, -4.71911, -3.26281], [8.28858, -3.05554, -2.49777], [6.80692, -3.30538, -3.13136], [3.26555, -2.61306, 0.43040], [4.29565, -1.62492, -0.46670], [4.83319, -1.93441, 1.14145], [6.21727, 1.55720, 2.05717], [5.37170, 1.54893, 1.17461], [3.98502, 1.51337, 1.19011], [3.34205, 1.19682, 2.39487], [3.62604, -0.25545, 2.87407], [5.74145, 1.83035, -0.23771], [2.27623, 1.27069, 2.17882], [3.70735, 1.78362, 3.23766], [3.16795, -0.88507, 2.11129], [3.13189, -0.56658, 3.79446], [4.65651, -0.56048, 3.05624], [6.53637, 1.12133, -0.46899], [5.93779, 2.90204, -0.20564], [4.91269, 1.58910, -0.90333], [2.38378, 2.49054, -4.33943], [3.08295, 1.84350, -5.08393], [3.77185, 0.75817, -4.90975], [3.61276, 0.01083, -3.72473], [4.82422, -0.97408, -3.75834], [3.25052, 2.43116, -6.52532], [2.65945, -0.51728, -3.74422], [3.88464, 0.55665, -2.82125], [5.73946, -0.43903, -3.50504], [5.02947, -1.42977, -4.72701], [4.76100, -1.78391, -3.03151], [2.22068, 2.68418, -6.77731], [3.57571, 1.60291, -7.15488], [3.91389, 3.29386, -6.58683], [1.80285, 6.58848, -1.66009], [2.98919, 6.17405, -1.57671], [4.11016, 6.96097, -1.52124], [4.03889, 8.40197, -1.51690], [3.67723, 8.78731, -3.01455], [3.36188, 4.65823, -1.56530], [5.02598, 8.83594, -1.35744], [3.41633, 8.83385, -0.73331], [4.35302, 8.37269, -3.76254], [3.58508, 9.85747, -3.19989], [2.71376, 8.31528, -3.20701], [4.19269, 4.46352, -2.24350], [2.53613, 4.00561, -1.84870], [3.53258, 4.40723, -0.51841], [-0.84705, -2.33354, -0.19730], [-1.20484, -1.16885, -0.11906], [-0.35997, -0.22353, -0.46855], [0.85630, -0.59563, -1.07957], [1.80737, 0.50682, -0.76425], [-2.43622, -0.71624, 0.64505], [0.53226, -0.78337, -2.10321], [1.26685, -1.49554, -0.62162], [1.63675, 0.67707, 0.29877], [1.73541, 1.40106, -1.38334], [2.79893, 0.06324, -0.67404], [-2.79788, 0.14121, 0.07753], [-2.08698, -0.44762, 1.64204], [-3.12557, -1.56055, 0.63868], [-6.85493, 0.95138, -0.61476], [-5.76893, 0.82011, -1.20722], [-4.70847, 1.68852, -1.02024], [-4.67370, 2.61250, 0.05662], [-5.46022, 3.85097, -0.17459], [-5.47984, -0.25698, -2.28009], [-3.63436, 2.86765, 0.26345], [-5.01450, 2.09929, 0.95582], [-5.10297, 4.17782, -1.15112], [-5.26671, 4.50717, 0.67398], [-6.51609, 3.68000, -0.38437], [-5.00216, 0.23024, -3.13011], [-6.41159, -0.75607, -2.54624], [-4.72777, -0.87516, -1.78984], [-5.46875, -2.62982, 0.64281], [-6.58464, -3.02385, 0.28208], [-6.83044, -4.13384, -0.38745], [-5.83033, -4.94195, -0.82718], [-6.22758, -5.83879, -2.02803], [-7.86454, -2.32986, 0.66198], [-5.49687, -5.46609, 0.06846], [-4.87515, -4.52437, -1.14553], [-7.24121, -6.18461, -1.82541], [-5.49257, -6.61059, -2.25644], [-6.11447, -5.26033, -2.94493], [-7.62104, -1.44128, 1.24444], [-8.56172, -3.01094, 1.15001], [-8.34144, -1.87382, -0.20561], [-3.84913, 1.15167, 2.97192], [-4.68863, 0.55715, 3.66462], [-4.76198, 0.34613, 4.97178], [-3.78562, 0.86096, 5.83163], [-3.90500, 0.04876, 7.16021], [-5.88347, -0.11187, 2.93409], [-3.69537, 1.93968, 5.95946], [-2.80546, 0.55154, 5.46881], [-3.00711, 0.09977, 7.77607], [-4.09009, -1.00336, 6.94366], [-4.85671, 0.27528, 7.64084], [-5.48853, -0.41994, 1.96599], [-6.62976, 0.66836, 2.78439], [-6.25406, -1.01119, 3.42600], [-0.31803, -0.96884, 4.55689], [-0.88565, -2.06413, 4.50880], [-1.29426, -2.81623, 5.58944], [-1.02084, -2.44806, 6.92783], [-1.60237, -3.51695, 7.85566], [-1.10823, -2.72398, 3.24525], [-1.46432, -1.49030, 7.20003], [0.03690, -2.30810, 7.15072], [-2.61379, -3.79334, 7.55779], [-1.73604, -3.11521, 8.86007], [-1.04630, -4.45441, 7.86353], [-1.53305, -1.86659, 2.72323], [-1.89916, -3.47296, 3.20571], [-0.13817, -2.99458, 2.82827]], "lowdin_charge": [-0.388, 0.016, -0.169, -0.054, -0.039, 0.136, 0.082, 0.095, 0.096, 0.091, 0.086, 0.089, -0.390, 0.061, -0.169, -0.038, -0.087, 0.135, 0.088, 0.096, 0.078, 0.075, 0.075, 0.084, -0.317, -0.021, -0.157, -0.045, -0.054, 0.135, 0.072, 0.070, 0.076, 0.086, 0.067, 0.094, 0.088, -0.507, -0.026, -0.178, -0.077, 0.003, 0.113, 0.120, 0.079, 0.076, 0.054, 0.093, 0.071, 0.083, 0.103, -0.494, -0.045, -0.229, -0.051, 0.020, 0.100, 0.117, 0.049, 0.077, 0.077, 0.095, 0.103, 0.064, 0.082, -0.543, 0.013, -0.183, -0.056, 0.028, 0.125, 0.099, 0.075, 0.077, 0.051, 0.081, 0.072, 0.083, 0.042, -0.433, -0.048, -0.177, -0.062, 0.020, 0.105, 0.119, 0.071, 0.067, 0.057, 0.079, 0.066, 0.067, 0.065, -0.522, -0.021, -0.229, -0.038, 0.040, 0.125, 0.105, 0.071, 0.086, 0.054, 0.080, 0.062, 0.082, 0.057, -0.434, -0.052, -0.271, -0.059, 0.044, 0.115, 0.098, 0.078, 0.090, 0.080, 0.070, 0.088, 0.076, 0.063, -0.501, 0.017, -0.272, -0.047, 0.032, 0.128, 0.121, 0.077, 0.075, 0.071, 0.065, 0.094, 0.092, 0.055, -0.469, 0.008, -0.212, -0.054, 0.023, 0.131, 0.104, 0.071, 0.072, 0.073, 0.056, 0.095, 0.086, 0.067, -0.504, -0.011, -0.238, -0.065, 0.027, 0.093, 0.125, 0.074, 0.076, 0.075, 0.060, 0.106, 0.115], "spin_multiplicity": 1, "gap_ev": 9.4, "relative_energy_kcal_mol": 129.8, "charge": 0, "e_lumo_ev": 0.39, "energy_ev": -95637.8973, "smiles": "CCOC(C)=O.CCOC(C)=O.CCOC(C)=O.CCOC(C)=O.CCOC(C)=O.CCOC(C)=O.CCOC(C)=O.CCOC(C)=O.CCOC(C)=O.CN(C)C=O.CN(C)C=O.CN(C)C=O"}

Record 2
{"formula": "C25H60GeN2O6Si4W", "method": "wB97M-V/def2-TZVPD", "symbols": ["W", "N", "C", "C", "O", "N", "C", "C", "O", "O", "H", "H", "H", "H", "H", "H", "C", "C", "C", "C", "O", "Ge", "O", "C", "C", "C", "C", "O", "C", "C", "C", "C", "H", "H", "H", "H", "H", "H", "H", "H", "H", "H", "H", "H", "H", "H", "H", "H", "H", "H", "H", "H", "H", "H", "H", "H", "H", "H", "H", "C", "Si", "C", "C", "Si", "Si", "C", "C", "C", "Si", "C", "C", "C", "H", "H", "H", "H", "H", "H", "H", "H", "H", "H", "H", "H", "H", "H", "H", "H", "H", "H", "H", "H", "H", "H", "H", "H", "H", "H", "H"], "coordinates": [[-0.20604, -1.36165, -0.88155], [-1.82407, -0.71280, 0.50945], [-1.74600, -1.45947, 1.79037], [-0.48565, -2.30323, 1.90941], [-0.29980, -2.96546, 2.90572], [0.35349, -2.27959, 0.82134], [1.34647, -3.33673, 0.78993], [1.39721, -3.83345, -0.62672], [1.81812, -4.90391, -0.96882], [0.93480, -2.94072, -1.51855], [-1.81558, 0.29445, 0.69761], [-2.69965, -0.92955, 0.02758], [-2.59474, -2.13687, 1.88301], [-1.78679, -0.77514, 2.64152], [1.10012, -4.14629, 1.48067], [2.33421, -2.95324, 1.06598], [-2.43523, 1.67558, -1.43454], [-2.45541, 0.72209, -2.62376], [-1.91337, 1.40750, -3.87059], [-3.85582, 0.16953, -2.85664], [-1.56309, -0.40046, -2.33729], [-1.19138, -2.02411, -3.15359], [-1.76554, -2.68463, -1.24650], [-2.16819, -4.10302, -1.36015], [-3.63359, -4.06342, -1.78859], [-1.35162, -4.90479, -2.37083], [-2.03043, -4.72799, 0.02150], [1.19572, -0.33401, -1.45531], [2.47403, -0.42312, -2.19011], [2.94715, 1.00833, -2.38907], [3.45835, -1.21967, -1.33854], [2.22576, -1.07521, -3.54122], [-2.82206, 2.64775, -1.73204], [-3.06288, 1.32039, -0.61414], [-1.41153, 1.81598, -1.07167], [-2.53375, 2.25717, -4.14616], [-0.89718, 1.75803, -3.69199], [-1.89787, 0.71378, -4.71280], [-4.55536, 0.98237, -3.04063], [-3.87908, -0.49652, -3.72253], [-4.20402, -0.39249, -1.98908], [-3.74293, -3.57533, -2.75862], [-4.02957, -5.07534, -1.87617], [-4.23598, -3.52014, -1.05996], [-1.58569, -4.62821, -3.39834], [-0.27898, -4.83466, -2.21027], [-1.62826, -5.95508, -2.26985], [-2.59073, -4.16374, 0.76755], [-2.42497, -5.74255, 0.00664], [-0.98670, -4.78796, 0.33625], [3.04735, 1.52621, -1.43699], [3.91675, 0.99362, -2.88379], [2.25368, 1.56166, -3.01317], [3.27695, -1.02861, -0.27832], [3.38608, -2.29024, -1.52388], [4.47383, -0.90189, -1.56919], [1.50940, -0.48979, -4.11886], [3.16297, -1.09662, -4.09935], [1.87975, -2.10286, -3.42875], [2.85350, 2.13371, 3.77266], [2.78385, 1.03185, 2.24446], [4.27611, 1.51762, 1.18739], [2.88453, -0.77206, 2.78354], [0.69551, 1.49439, 1.23623], [-0.82471, 1.71836, 3.05268], [-0.55904, 3.45255, 3.72892], [-0.47598, 0.46163, 4.41655], [-2.66944, 1.63544, 2.58639], [0.61788, 3.57005, 0.16507], [1.94199, 4.60404, 1.01008], [-1.06747, 4.39874, 0.40916], [0.94992, 3.54190, -1.69052], [3.81913, 1.98170, 4.25914], [2.08119, 1.89565, 4.50161], [2.77198, 3.19102, 3.52264], [5.01675, 1.96297, 1.85180], [4.04772, 2.26193, 0.42909], [4.74758, 0.67348, 0.69207], [3.24701, -0.83156, 3.80953], [3.58255, -1.33332, 2.16394], [1.92387, -1.28087, 2.75311], [0.49398, 3.68207, 3.87572], [-1.05307, 3.54592, 4.69792], [-0.98119, 4.20794, 3.06602], [0.26768, 0.86381, 5.10280], [-0.09652, -0.49545, 4.06591], [-1.37478, 0.26401, 5.00155], [-2.90714, 2.18451, 1.67710], [-3.21010, 2.12907, 3.39745], [-3.10264, 0.63817, 2.50076], [1.68888, 4.78470, 2.05326], [2.02819, 5.57579, 0.52152], [2.92107, 4.12733, 0.97658], [-0.96726, 5.28985, 1.02726], [-1.81057, 3.76494, 0.88441], [-1.46932, 4.71210, -0.55378], [2.00986, 3.62352, -1.92581], [0.43809, 4.38722, -2.15118], [0.57773, 2.63135, -2.15863]], "mulliken_spin": [0.253, 0.064, -0.018, 0.009, 0.001, 0.007, 0.008, -0.001, -0.001, 0.003, 0.033, -0.016, 0.000, -0.006, 0.000, 0.001, -0.045, 0.014, 0.001, 0.007, 0.092, 0.031, -0.032, -0.002, -0.003, -0.001, -0.002, -0.101, 0.021, -0.017, -0.032, 0.003, 0.001, -0.001, 0.065, 0.000, 0.000, 0.000, 0.000, -0.001, 0.000, 0.002, -0.001, -0.001, 0.001, 0.001, 0.000, 0.000, 0.000, 0.000, 0.015, -0.001, 0.002, 0.007, 0.000, -0.001, 0.001, -0.001, 0.001, 0.057, -0.003, -0.003, -0.009, 0.490, 0.058, 0.047, -0.006, -0.013, 0.001, 0.047, 0.001, -0.020, 0.004, -0.006, -0.008, 0.001, 0.000, 0.000, -0.001, 0.003, 0.005, -0.005, 0.004, -0.003, 0.001, 0.001, 0.000, 0.000, -0.001, 0.002, -0.005, 0.004, -0.004, -0.001, -0.003, 0.002, 0.000, -0.001, 0.010], "spin_multiplicity": 2, "gap_ev": [6.4, 6.8], "relative_energy_kcal_mol": 48.0, "charge": 1, "e_lumo_ev": [-3.67, -4.27], "energy_ev": -132015.0825}

Record 3
{"formula": "C2F6IrNO3S2", "method": "wB97M-V/def2-TZVPD", "symbols": ["O", "Ir", "N", "S", "C", "F", "F", "F", "S", "O", "O", "C", "F", "F", "F"], "coordinates": [[1.68520, 2.76002, -0.52558], [0.66996, 1.93889, 0.77458], [0.00239, -0.88715, 0.08620], [1.17901, 0.00856, -0.91596], [2.66101, -0.77749, -0.15093], [2.76167, -2.04000, -0.54373], [2.63229, -0.76480, 1.17437], [3.73246, -0.11055, -0.56675], [-1.23939, -0.24167, 0.76549], [-1.01681, 1.19291, 1.18892], [-1.87256, -1.07919, 1.77743], [-2.56251, -0.03544, -0.53547], [-2.14829, 0.80164, -1.47173], [-2.82336, -1.21238, -1.07656], [-3.66109, 0.44665, 0.01972]], "mulliken_spin": [1.161, 2.720, 0.541, 0.414, 0.002, 0.005, 0.009, 0.002, 0.040, 0.061, 0.033, 0.010, 0.000, 0.001, 0.004], "spin_multiplicity": 6, "gap_ev": [9.0, 6.5], "relative_energy_kcal_mol": 3.4, "charge": 1, "e_lumo_ev": [-5.74, -9.56], "energy_ev": -50504.5395}

Record 4
{"formula": "C7H10", "method": "wB97M-V/def2-TZVPD", "symbols": ["C", "C", "C", "C", "C", "C", "C", "H", "H", "H", "H", "H", "H", "H", "H", "H", "H"], "coordinates": [[-1.98883, -0.31437, -0.14108], [-1.55804, 1.02669, -0.59379], [-0.48720, -0.21927, -0.01860], [0.67839, -1.00231, -0.79202], [1.62200, -0.72500, 0.39791], [1.63996, 0.76464, 0.57291], [0.50708, -0.03786, 1.16154], [-2.36870, -0.95195, -0.93542], [-2.59325, -0.33252, 0.76162], [-1.69097, 1.29416, -1.65573], [-1.86315, 1.89325, 0.02206], [0.46351, -2.05212, -1.06462], [1.07762, -0.52709, -1.69111], [2.44154, -1.33253, 0.79972], [1.36429, 1.35672, -0.29675], [2.36884, 1.23456, 1.22797], [0.36459, -0.09180, 2.24272]], "lowdin_charge": [-0.178, -0.071, -0.221, -0.076, -0.223, -0.103, -0.176, 0.102, 0.101, 0.081, 0.086, 0.109, 0.098, 0.133, 0.104, 0.102, 0.131], "spin_multiplicity": 1, "gap_ev": 9.9, "relative_energy_kcal_mol": 78.6, "charge": 0, "e_lumo_ev": 1.20, "energy_ev": -7417.6272, "smiles": "C1[C@@H]2CC3(CC3)[C@H]12"}